A:
A cluster of 2 separate species, C3H11NOS in total. Source: the OMol25 dataset; level of theory: wB97M-V/def2-TZVPD.

Properties
LUMO energy (alpha / beta) ... 3.4 / 3.6 eV
Charge ... -1
<S²> ... 0.750
M ... 109.2 Da
Spin multiplicity ... 2
Orbital gap (alpha / beta) ... 2.424 / 9.111 eV

XYZ file:
```
17
C3H11NOS, DFT wB97M-V/def2-TZVPD
C 0.045 1.213 1.618
C 0.300 0.908 0.151
C 0.810 -0.536 -0.041
S 0.980 -1.019 -1.797
N 1.236 1.907 -0.403
H -0.704 0.533 2.043
H -0.288 2.250 1.738
H 0.976 1.013 2.165
H -0.599 0.909 -0.489
H 1.782 -0.696 0.434
H 0.063 -1.225 0.361
H 2.215 -0.479 -1.929
H 0.746 2.595 -0.939
H 2.071 1.529 -0.810
H -2.656 -2.609 -0.246
H -3.585 -3.618 -0.973
O -3.392 -2.676 -0.882
```

=====

B:
A cluster of 2 separate species, C3H11NOS in total. Source: the OMol25 dataset; level of theory: wB97M-V/def2-TZVPD.

Properties
LUMO energy (alpha / beta) ... 3.4 / 3.7 eV
Charge ... -1
<S²> ... 0.751
M ... 109.2 Da
Spin multiplicity ... 2
Orbital gap (alpha / beta) ... 2.622 / 8.759 eV

XYZ file:
```
17
C3H11NOS, DFT wB97M-V/def2-TZVPD
C 0.814 0.746 0.691
C -0.422 -0.043 0.662
C -1.734 0.446 -0.155
S -3.099 -0.409 0.366
N 1.957 0.079 1.262
H 0.612 1.659 1.185
H 1.089 1.044 -0.285
H -0.159 -1.127 0.201
H -0.804 -0.230 1.732
H -1.432 0.311 -1.196
H -1.934 1.512 -0.007
H -3.745 -0.461 -0.879
H 1.783 -0.177 2.237
H 2.209 -0.817 0.770
H 2.039 -0.271 -1.899
H 0.959 -1.127 -2.502
O 1.868 -1.136 -2.185
```

=====

Relative energies, unit kJ/mol: A 0.0; B 60.2

=====

A:
A cluster of 2 separate species, C4H12N2S2 in total. Source: the OMol25 dataset; level of theory: wB97M-V/def2-TZVPD.

Properties
LUMO energy ... 0.8 eV
Charge ... 0
Structure (SMILES) ... C/N=C\N.CSSC
M ... 152.3 Da
Orbital gap ... 9.535 eV

XYZ file:
```
20
C4H12N2S2, DFT wB97M-V/def2-TZVPD
C -1.060 -1.114 1.208
N -2.034 -0.265 0.549
C -2.538 0.676 1.228
N -2.268 1.013 2.527
H -0.550 -1.719 0.462
H -1.547 -1.804 1.904
H -0.272 -0.563 1.746
H -3.260 1.330 0.747
H -1.472 0.632 3.006
H -2.613 1.891 2.870
C -0.018 0.290 -2.112
S 0.950 1.015 -0.762
S 2.154 -0.561 -0.235
C 3.575 -0.350 -1.347
H 0.655 -0.186 -2.823
H -0.750 -0.405 -1.717
H -0.523 1.120 -2.605
H 4.140 0.531 -1.063
H 4.186 -1.239 -1.203
H 3.244 -0.291 -2.379
```

=====

B:
An isolated molecule of C4H12N2S2. Source: the OMol25 dataset; level of theory: wB97M-V/def2-TZVPD.

Properties
LUMO energy ... 0.7 eV
Charge ... 0
Structure (SMILES) ... CN[C@@H](CN)CSS
M ... 152.3 Da
Orbital gap ... 9.275 eV

XYZ file:
```
20
C4H12N2S2, DFT wB97M-V/def2-TZVPD
C -0.122 2.191 -0.863
N -0.638 0.840 -0.765
C -0.012 -0.039 0.236
C -0.978 -0.405 1.367
N -0.890 0.558 2.464
C 0.456 -1.310 -0.482
S 1.920 -0.874 -1.488
S 1.851 -2.343 -2.918
H -0.849 2.780 -1.397
H 0.084 2.711 0.078
H 0.827 2.180 -1.402
H -1.638 0.815 -0.620
H 0.827 0.520 0.653
H -0.728 -1.420 1.700
H -2.011 -0.438 1.012
H -1.518 0.311 3.212
H 0.063 0.707 2.756
H -0.333 -1.632 -1.161
H 0.741 -2.124 0.184
H 2.948 -3.027 -2.568
```

=====

C:
A cluster of 2 separate species, C4H12N2S2 in total. Source: the OMol25 dataset; level of theory: wB97M-V/def2-TZVPD.

Properties
LUMO energy ... -3.8 eV
Charge ... 0
M ... 152.3 Da
Orbital gap ... 4.358 eV

XYZ file:
```
20
C4H12N2S2, DFT wB97M-V/def2-TZVPD
S -2.375 -0.746 -1.047
S 0.965 -0.525 1.942
C -0.270 0.571 1.408
C 0.163 1.361 0.081
C 0.491 0.334 -0.936
N 1.817 -0.190 -0.848
C 1.871 -1.590 -1.299
N -0.971 2.112 -0.411
H -3.227 -1.550 -0.388
H -0.506 1.309 2.165
H -1.148 0.028 1.078
H 1.042 1.975 0.176
H 0.222 0.570 -1.965
H -0.198 -0.556 -0.801
H 2.070 -0.232 0.148
H 1.569 -1.585 -2.343
H 1.272 -2.281 -0.709
H 2.910 -1.903 -1.326
H -1.720 1.477 -0.701
H -1.379 2.695 0.318
```

=====

D:
An isolated molecule of C4H12N2S2. Source: the OMol25 dataset; level of theory: wB97M-V/def2-TZVPD.

Properties
LUMO energy ... 0.8 eV
Charge ... 0
Structure (SMILES) ... NCCSSCCN
M ... 152.3 Da
Orbital gap ... 9.287 eV

XYZ file:
```
20
C4H12N2S2, DFT wB97M-V/def2-TZVPD
N 1.938 0.912 1.700
C 2.001 1.933 0.662
C 2.157 1.518 -0.826
S 0.903 0.634 -1.739
S 0.548 -0.970 -0.592
C -1.242 -0.741 0.067
C -2.120 -1.897 -0.638
N -3.613 -1.594 -0.219
H 1.609 0.068 1.446
H 2.780 0.543 2.059
H 1.102 2.626 0.657
H 2.909 2.611 0.974
H 2.364 2.362 -1.449
H 3.123 0.992 -0.956
H -1.506 0.275 -0.305
H -1.225 -0.647 1.087
H -2.049 -2.958 -0.328
H -1.894 -1.838 -1.818
H -4.131 -2.335 -0.495
H -3.652 -1.493 0.713
```

=====

Relative energies, unit kJ/mol: A 0.0; B 26.9; C 445.3; D 175.3